Record 1
{
  "formula": "C3H13N2O",
  "method": "wB97M-V/def2-TZVPD",
  "total_charge": 1,
  "e_above_lowest_kj_mol": 812.87,
  "max_force_ha_per_bohr": 0.03164,
  "total_energy_ha": -306.32608,
  "gap_ha": 0.171,
  "species": ["O", "N", "N", "C", "C", "C", "H", "H", "H", "H", "H", "H", "H", "H", "H", "H", "H", "H", "H"],
  "positions_angstrom": [[-1.36, 0.76, 0.42], [-0.51, -1.25, 1.38], [0.34, 1.52, -1.83], [0.30, -1.53, 0.29], [0.91, -0.27, -0.39], [0.11, 0.13, -1.62], [0.93, 0.52, 0.35], [0.45, -0.43, -2.48], [2.30, 1.39, 6.63], [-2.25, 1.00, 0.70], [-0.27, 2.09, -1.25], [2.00, -0.39, -0.56], [1.07, -2.26, 0.53], [-0.96, -0.06, -1.36], [-0.95, -0.31, 1.42], [-0.73, -1.97, 2.06], [1.85, 1.40, 7.23], [0.27, 1.83, -2.79], [-0.40, -1.98, -0.46]],
  "mulliken_charge": [-0.61, -0.14, -0.40, -0.39, -0.73, -0.54, 0.43, 0.41, -0.01, 0.27, 0.24, 0.46, 0.40, 0.36, 0.37, 0.26, 0.01, 0.28, 0.33]
}



Record 2
{
  "formula": "C14H12BCrN3O11",
  "method": "wB97M-V/def2-TZVPD",
  "total_charge": -1,
  "max_force_ha_per_bohr": 0.08480,
  "spin_multiplicity": 4,
  "total_energy_ha": -2601.67143,
  "gap_ha": [0.259, 0.261],
  "species": ["Cr", "O", "O", "O", "O", "O", "O", "O", "O", "O", "O", "O", "N", "N", "N", "C", "C", "C", "C", "C", "C", "C", "C", "C", "C", "C", "C", "C", "C", "B", "H", "H", "H", "H", "H", "H", "H", "H", "H", "H", "H", "H"],
  "positions_angstrom": [[2.27, -0.27, -1.17], [2.74, -1.66, 0.64], [2.77, 1.23, 0.13], [3.73, 2.30, 1.73], [4.18, -0.96, -0.71], [3.27, 0.95, -2.59], [0.48, 0.01, 0.03], [4.85, -2.07, 1.03], [2.79, 2.81, -3.59], [-4.52, -0.07, 1.94], [1.36, 1.75, -2.30], [3.40, 3.28, -0.19], [3.96, -1.60, 0.37], [2.45, 1.90, -2.88], [3.33, 2.31, 0.57], [-2.50, -1.27, 1.59], [-0.65, 0.00, 0.46], [-0.39, -2.36, 1.19], [-1.19, -1.23, 1.08], [-2.97, -2.37, 2.28], [-3.41, -0.06, 1.46], [-2.86, 1.11, 0.74], [-1.06, 2.28, -0.39], [-0.88, -3.46, 1.88], [-1.58, 1.12, 0.19], [-1.85, 3.39, -0.59], [-3.67, 2.22, 0.50], [-2.17, -3.50, 2.38], [-3.13, 3.37, -0.05], [1.48, -1.69, -2.54], [0.82, -2.46, -3.09], [-3.73, 4.27, -0.14], [1.56, -1.99, -1.43], [-2.54, -4.46, 2.72], [-4.01, -2.50, 2.53], [-0.02, 2.29, -0.70], [0.60, -2.39, 0.74], [2.58, -1.77, -2.88], [-4.72, 2.25, 0.76], [1.06, -0.63, -2.50], [-0.27, -4.36, 1.94], [-1.53, 4.27, -1.13]],
  "mulliken_charge": [-0.20, -0.64, -0.23, -0.61, -0.45, -0.40, 0.36, -0.66, -0.67, -0.68, -0.62, -0.58, 1.31, 1.23, 0.73, 0.59, 0.21, -0.55, 0.53, -0.51, 0.35, 0.24, -0.37, -0.71, 0.52, -0.78, -0.79, -0.51, -0.31, 0.34, -0.18, 0.37, 0.04, 0.37, 0.39, 0.33, 0.30, -0.03, 0.43, -0.01, 0.40, 0.46]
}



Record 3
{
  "formula": "C11H14BNO5",
  "method": "wB97M-V/def2-TZVPD",
  "e_above_lowest_kj_mol": 73.91,
  "max_force_ha_per_bohr": 0.05781,
  "smiles": "CC(=O)N[C@@H](Cc1cccc(C(=O)O)c1)B(O)O",
  "total_energy_ha": -883.49215,
  "gap_ha": 0.348,
  "species": ["O", "O", "O", "O", "O", "N", "C", "C", "C", "C", "C", "C", "C", "C", "C", "C", "C", "B", "H", "H", "H", "H", "H", "H", "H", "H", "H", "H", "H", "H", "H", "H"],
  "positions_angstrom": [[0.69, 2.73, 3.22], [1.99, -4.17, -3.44], [-1.70, 1.02, 3.09], [1.59, 3.34, 1.06], [3.06, -2.18, -3.64], [-1.24, 1.33, 0.94], [0.22, -2.97, -1.81], [1.63, -1.01, -1.66], [-3.65, 1.54, 1.78], [2.24, -2.83, -3.09], [0.21, 1.24, 1.14], [0.72, -0.42, -0.76], [1.06, 0.96, -0.09], [-0.69, -2.40, -0.96], [-2.13, 1.31, 2.02], [-0.40, -1.15, -0.40], [1.34, -2.25, -2.11], [0.84, 2.56, 1.86], [0.84, 1.65, -0.96], [2.55, -4.54, -4.12], [-4.18, 0.57, 1.85], [-1.49, 1.81, 0.04], [-4.07, 2.34, 2.47], [-3.73, 2.08, 0.81], [2.15, 0.87, 0.15], [0.36, 0.57, 2.01], [-1.15, -0.89, 0.42], [-1.56, -3.00, -0.69], [1.89, 4.13, 1.52], [0.03, -3.94, -2.28], [-0.06, 2.17, 3.54], [2.62, -0.49, -1.90]],
  "mulliken_charge": [-0.65, -0.48, -0.69, -0.52, -0.54, -0.14, -0.60, -0.83, -1.03, 0.43, -0.47, 0.94, -0.59, -0.90, 0.72, 0.03, 0.42, 0.61, 0.24, 0.34, 0.26, 0.29, 0.32, 0.30, 0.38, 0.35, 0.02, 0.38, 0.30, 0.40, 0.39, 0.32]
}



Record 4
{
  "formula": "C50H49N7O15PS",
  "method": "wB97M-V/def2-TZVPD",
  "total_charge": 1,
  "max_force_ha_per_bohr": 0.02214,
  "total_energy_ha": -4185.37116,
  "gap_ha": 0.301,
  "species": ["S", "P", "O", "O", "O", "O", "O", "O", "O", "O", "O", "O", "O", "O", "O", "O", "O", "N", "N", "N", "N", "N", "N", "N", "C", "C", "C", "C", "C", "C", "C", "C", "C", "C", "C", "C", "C", "C", "C", "C", "C", "C", "C", "C", "C", "C", "C", "C", "C", "C", "C", "C", "C", "C", "C", "C", "C", "C", "C", "C", "C", "C", "C", "C", "C", "C", "C", "C", "C", "C", "C", "C", "C", "C", "H", "H", "H", "H", "H", "H", "H", "H", "H", "H", "H", "H", "H", "H", "H", "H", "H", "H", "H", "H", "H", "H", "H", "H", "H", "H", "H", "H", "H", "H", "H", "H", "H", "H", "H", "H", "H", "H", "H", "H", "H", "H", "H", "H", "H", "H", "H", "H", "H"],
  "positions_angstrom": [[-3.83, 7.20, -0.54], [-1.02, 4.67, -0.38], [-0.89, 5.45, 3.70], [4.36, 10.29, 1.94], [0.80, 3.02, 0.65], [3.21, 9.17, 0.51], [2.01, 3.02, -1.23], [5.36, -2.46, 0.62], [-4.65, 1.97, -5.89], [-0.29, -12.68, -1.97], [1.69, -7.04, -0.01], [-1.83, 2.11, -1.43], [4.22, -0.79, 1.36], [-1.89, -14.06, -1.61], [-3.45, 0.31, -6.56], [-0.50, 6.15, 5.70], [0.55, -8.23, -1.39], [-1.22, 6.34, -0.30], [-1.40, -12.96, -1.57], [-4.36, 0.79, -5.91], [1.53, -8.03, -0.70], [4.40, -1.99, 1.19], [4.20, 9.34, 1.20], [-0.46, 6.27, 4.50], [-6.22, 0.40, -4.35], [-1.87, 3.07, -2.46], [0.70, 8.43, 4.79], [1.54, -4.67, 2.76], [-2.21, -11.87, -1.00], [2.66, -5.16, 2.10], [-3.47, -12.14, -0.51], [0.16, 7.48, 3.94], [2.58, -9.06, -0.70], [6.09, 6.26, 0.29], [4.68, -9.86, 0.11], [-4.22, -11.10, 0.02], [3.60, -4.28, 1.58], [5.25, 8.31, 1.16], [-0.87, 4.18, -2.10], [-1.48, 2.44, -3.80], [3.40, -11.16, -1.47], [3.39, -2.92, 1.73], [-3.98, 3.64, 2.64], [-4.45, 3.28, 0.31], [0.73, 8.77, 2.01], [-3.02, 2.64, 2.63], [5.10, 7.23, 0.32], [6.36, 8.46, 1.97], [2.92, 1.87, 0.63], [4.52, -11.00, -0.68], [-5.16, -0.12, -5.08], [-3.11, 1.60, -1.00], [-2.76, 1.96, 1.44], [1.35, -3.30, 2.90], [-6.96, -0.46, -3.55], [-2.39, 6.72, -0.41], [0.49, 4.40, 0.59], [7.34, 7.48, 1.94], [-2.44, -9.56, -0.46], [1.92, 2.69, -0.10], [-3.48, 2.29, 0.28], [-5.58, -2.31, -4.25], [0.17, 7.64, 2.57], [2.42, -10.18, -1.49], [7.21, 6.39, 1.10], [-3.71, -9.81, 0.04], [-4.84, -1.46, -5.05], [2.28, -2.42, 2.38], [-6.64, -1.81, -3.50], [3.70, -8.88, 0.10], [1.26, 9.57, 4.23], [-1.68, -10.59, -0.98], [-4.71, 3.97, 1.50], [1.28, 9.74, 2.85], [3.81, -7.99, 0.70], [4.23, 7.14, -0.31], [-3.86, -13.15, -0.53], [0.26, 4.75, 1.60], [-0.69, -10.40, -1.36], [0.69, 8.29, 5.86], [8.21, 7.58, 2.57], [-1.09, 5.05, -2.71], [-2.03, -8.55, -0.44], [3.65, 1.53, -0.08], [-2.36, 1.93, -4.18], [-2.45, 2.39, 3.50], [1.72, 10.63, 2.42], [0.48, -2.92, 3.41], [-7.79, -0.08, -2.97], [-7.22, -2.48, -2.87], [0.74, 8.90, 0.94], [-5.21, -11.30, 0.40], [1.28, 5.02, 0.19], [6.46, 9.32, 2.62], [-1.10, 3.17, -4.49], [-4.01, -1.84, -5.63], [0.15, 3.87, -2.32], [5.28, -11.77, -0.66], [-4.30, -9.00, 0.44], [4.47, -4.65, 1.06], [2.42, 1.04, 1.12], [2.14, -1.35, 2.49], [1.69, 10.32, 4.87], [7.97, 5.62, 1.08], [-2.12, 4.09, 0.26], [2.81, -6.22, 1.99], [-3.88, 1.73, -1.76], [-0.27, 6.88, 1.94], [-4.99, 3.52, -0.59], [-2.85, 3.52, -2.56], [3.37, 2.46, 1.43], [-5.34, -3.36, -4.21], [3.28, -12.04, -2.08], [5.99, 5.41, -0.37], [5.55, -9.74, 0.73], [-0.74, 1.67, -3.57], [-5.46, 4.74, 1.51], [-6.46, 1.45, -4.39], [-4.16, 4.18, 3.56], [-2.99, 0.53, -0.85], [-2.01, 1.18, 1.39], [1.54, -10.30, -2.11], [0.82, -5.36, 3.17]],
  "mulliken_charge": [-0.29, 1.09, -0.61, -0.60, -0.29, -0.60, -0.53, -0.60, -0.59, -0.61, -0.57, -0.32, -0.64, -0.60, -0.59, -0.59, -0.63, -0.44, 1.02, 1.02, 1.00, 1.00, 1.05, 1.03, -0.23, 0.63, -0.53, -0.62, -0.10, -0.06, -0.44, -0.31, 0.22, -0.51, -0.56, -0.44, -0.35, 0.18, -1.37, -1.34, -0.62, 0.09, -0.40, 0.03, -0.56, -0.67, -0.34, -0.39, -1.09, -0.45, 0.09, -1.26, 0.07, -0.52, -0.53, 0.58, -0.54, -0.46, -0.41, 0.88, 0.10, -0.47, 0.72, -0.17, -0.45, -0.44, -0.43, -0.28, -0.45, -0.05, -0.57, 0.00, -0.73, -0.61, 0.26, 0.47, 0.46, 0.22, 0.39, 0.50, 0.38, 0.63, 0.42, 0.38, 0.05, 0.44, 0.52, 0.38, 0.40, 0.40, 0.44, 0.38, 0.52, 0.46, 0.48, 0.47, 0.60, 0.39, 0.38, 0.46, 0.16, 0.43, 0.42, 0.39, -0.39, 0.29, 0.42, 0.14, 0.45, 0.33, 0.35, 0.40, 0.41, 0.43, 0.39, 0.40, 0.52, 0.49, 0.44, 0.45, 0.47, 0.38, 0.40]
}



Record 5
{
  "formula": "C5H5ClF2",
  "method": "wB97M-V/def2-TZVPD",
  "e_above_lowest_kj_mol": 281.41,
  "max_force_ha_per_bohr": 0.08981,
  "smiles": "C=C(C)C(Cl)=C(F)F",
  "total_energy_ha": -853.32397,
  "gap_ha": 0.352,
  "species": ["Cl", "F", "F", "C", "C", "C", "C", "C", "H", "H", "H", "H", "H"],
  "positions_angstrom": [[0.42, -1.91, -1.69], [0.25, 0.86, -3.10], [-0.19, 2.07, -1.33], [0.21, 0.90, -1.74], [0.83, -0.93, 1.35], [0.28, -0.25, -0.97], [-1.24, 0.55, 0.70], [-0.03, -0.05, 0.40], [-1.77, 0.88, 1.73], [0.25, -0.99, 2.35], [1.03, -1.98, 0.99], [1.69, -0.05, 1.62], [-1.73, 0.89, -0.28]],
  "mulliken_charge": [-0.16, -0.24, -0.18, 0.36, -0.98, 0.03, -0.65, 0.48, 0.25, 0.26, 0.35, 0.24, 0.24]
}



Record 6
{
  "formula": "C5H5NO",
  "method": "wB97M-V/def2-TZVPD",
  "e_above_lowest_kj_mol": 464.11,
  "max_force_ha_per_bohr": 0.07711,
  "spin_multiplicity": 3,
  "total_energy_ha": -323.17686,
  "gap_ha": [0.192, 0.264],
  "species": ["O", "N", "C", "C", "C", "C", "C", "H", "H", "H", "H", "H"],
  "positions_angstrom": [[-1.49, 1.00, -1.62], [-1.50, -0.61, 0.33], [-0.36, -1.18, 1.06], [0.58, -1.85, 1.57], [0.41, 0.69, -0.52], [1.69, 1.08, -0.51], [-0.88, 0.41, -0.60], [-2.30, -0.55, 0.96], [1.54, -1.74, 2.15], [2.23, 1.85, 0.07], [-2.27, 0.43, -1.78], [2.33, 0.48, -1.11]],
  "mulliken_charge": [-0.35, -0.24, 0.00, -0.37, 0.09, -1.07, 0.56, 0.26, 0.28, 0.27, 0.33, 0.23]
}



- Which formula does entry 6 have?
  C5H5NO